Here is a molecular structure, C39H39AsN11S2Y in a non-equilibrium geometry from the OMol25 dataset. Energies are from wB97M-V/def2-TZVPD.

## Properties
E_HOMO: -12.1517 eV
max |F|: 2.083 eV Å⁻¹
E: -141013.62640 eV
frontier orbital gap: 0.2503 Eh
total charge: +2

```
93
C39H39AsN11S2Y wB97M-V/def2-TZVPD
Y 0.8150 -0.2433 0.6944
S 0.1052 -1.1784 3.0079
C -1.3278 -0.2237 3.4180
C -1.5859 0.0156 4.7704
C -2.7508 0.6450 5.1685
C -3.6935 1.0330 4.2234
C -3.4443 0.8115 2.8826
C -2.2581 0.2069 2.4650
As -1.9554 -0.1282 0.5695
C -3.5325 -1.2496 0.2772
C -4.7314 -0.7627 -0.2282
C -5.8443 -1.5910 -0.2749
C -5.7633 -2.8973 0.1830
C -4.5641 -3.3833 0.6852
C -3.4483 -2.5637 0.7300
C -2.5695 1.5403 -0.2358
C -2.8020 2.7076 0.4851
C -3.3485 3.8176 -0.1462
C -3.6398 3.7786 -1.5031
C -3.3480 2.6399 -2.2433
C -2.8115 1.5274 -1.6124
H -0.8665 -0.3296 5.5014
H -2.9331 0.8167 6.2212
H -4.6224 1.4917 4.5348
H -4.1832 1.0939 2.1416
H -4.8069 0.2580 -0.5765
H -6.7786 -1.2068 -0.6626
H -6.6362 -3.5354 0.1524
H -4.5029 -4.4001 1.0504
H -2.5117 -2.9363 1.1324
H -2.5992 2.7337 1.5484
H -3.5727 4.7070 0.4293
H -4.0938 4.6346 -1.9860
H -3.5687 2.6098 -3.3026
H -2.6245 0.6168 -2.1734
C 0.3588 4.4100 -1.8827
N 0.9669 4.3928 -0.5619
C 1.2638 5.7031 0.0116
C 1.2356 3.2290 0.0594
N 0.7013 2.0840 -0.2474
N 2.2269 3.3128 1.0275
C 2.3639 2.5248 2.1565
N 3.2416 3.0154 3.0606
N 1.7027 1.4307 2.2866
H 0.7440 5.2702 -2.4274
H -0.7264 4.4805 -1.8347
H 0.6291 3.5144 -2.4423
H 0.4754 6.3936 -0.2811
H 2.2165 6.1003 -0.3497
H 1.2643 5.6664 1.0986
H -0.0881 2.2219 -0.8722
H 2.7951 4.1408 0.9983
H 3.6819 3.9119 2.9570
H 3.4119 2.5221 3.9187
H 1.8261 1.0063 3.1984
S 0.4860 -5.8103 -5.1859
N 0.5499 -5.9829 -3.5907
C 0.6068 -4.7701 -3.0723
C 0.6700 -4.4483 -1.6696
C 0.6732 -5.4360 -0.6803
C 0.7124 -5.0471 0.6354
C 0.7387 -3.6864 0.9297
N 0.7492 -2.7294 0.0075
C 0.7217 -3.0977 -1.2918
C 0.7426 -2.0415 -2.3072
N 0.8503 -0.7602 -1.8934
C 0.8826 0.1994 -2.8138
C 0.7954 -0.0304 -4.1816
C 0.6835 -1.3292 -4.6197
C 0.6679 -2.3583 -3.6752
C 0.5933 -3.7444 -4.0559
N 0.5268 -4.2083 -5.2905
H 0.6375 -6.4763 -0.9755
H 0.7092 -5.7711 1.4375
H 0.7202 -3.3591 1.9601
H 0.9947 1.2094 -2.4393
H 0.8187 0.7985 -4.8746
H 0.6151 -1.5800 -5.6702
C 6.0966 -0.6492 -1.6136
C 5.1315 -0.7882 -0.4902
C 5.2756 -1.2980 0.7831
C 4.0079 -1.2400 1.3759
N 3.1235 -0.7192 0.5179
N 3.8336 -0.4580 -0.6092
C 3.6414 -1.6977 2.7470
H 7.0970 -0.4469 -1.2392
H 5.8046 0.1535 -2.2902
H 6.1356 -1.5815 -2.1794
H 6.1858 -1.6632 1.2282
H 3.3813 -0.0825 -1.4242
H 4.4841 -2.2192 3.1940
H 2.7890 -2.3758 2.7233
H 3.3747 -0.8615 3.3933
```

Results of the Löwdin charge analysis, in e, for atoms 1 through 4:
1. Y 1.07
2. S 0.56
3. C -0.67
4. C -0.12

Here is a molecular structure, H2LiO in a non-equilibrium geometry from the OMol25 dataset. Energies are from wB97M-V/def2-TZVPD.

## Properties
E_HOMO: -19.9655 eV
max |F|: 10.703 eV Å⁻¹
E: -2277.35729 eV
frontier orbital gap: 0.5427 Eh
total charge: +1

```
4
H2LiO wB97M-V/def2-TZVPD
O -1.8996 -0.7692 0.1022
H -1.9944 -0.7077 1.0797
H -2.8086 -0.6228 -0.2448
Li -0.6486 -0.2592 0.0462
```

Calculated atomic charges, method natural (NBO), unit e:
1. O -1.04
2. H 0.51
3. H 0.55
4. Li 0.98

Q: E_HOMO of number 2 (H2LiO)?
A: -19.9655 eV

Q: The lowest frontier orbital gap belongs to which entry?
A: C39H39AsN11S2Y

Q: Look up the frontier orbital gap of the second one.
A: 0.5427 Eh

Q: Which value of max |F| does entry 1 give?
A: 2.083 eV Å⁻¹